Entry from OMol25: C41H68BMoN9S5Si as an isolated structure at a distorted geometry (ωB97M-V/def2-TZVPD).

Geometry (Å):
Mo: -0.2505 0.2818 -0.4121
C: -0.8544 5.2113 1.6960
C: -1.9442 4.2566 1.3368
C: -3.2663 4.5973 1.2861
C: -4.2545 3.6300 0.9653
N: -3.9160 2.3896 0.6924
N: -2.6239 2.0551 0.7041
B: -2.2072 0.5898 0.4418
N: -2.6421 -0.3453 1.5814
N: -3.9348 -0.6088 1.6830
C: -4.3578 -1.3723 2.6708
C: -3.4500 -1.8336 3.6537
C: -2.1056 -1.5871 3.5356
C: -1.0863 -2.0733 4.5096
C: -1.7091 -0.8450 2.4000
S: -0.0635 -0.5739 1.9946
C: -5.8331 -1.7181 2.6668
C: -6.1379 -2.4506 1.3473
C: -6.2339 -2.5935 3.8525
C: -6.6332 -0.4050 2.7038
N: -2.5819 0.0355 -0.9425
N: -3.3301 0.8673 -1.7054
C: -4.0994 0.3671 -2.6262
C: -4.1939 -1.0499 -2.8143
C: -3.3482 -1.8969 -2.1589
C: -3.3189 -3.3720 -2.3897
C: -2.4604 -1.2987 -1.2298
S: -1.1585 -2.0949 -0.4865
C: -4.8495 1.3140 -3.5338
C: -6.3434 0.9583 -3.5528
C: -4.6704 2.7568 -3.0673
C: -4.2373 1.1251 -4.9356
C: -1.6449 2.9141 1.0093
S: -0.0269 2.3394 1.0285
C: -5.7094 4.0492 0.9633
C: -6.6499 2.8794 0.6774
C: -6.0506 4.6363 2.3464
C: -5.9045 5.1446 -0.1047
H: -1.2385 6.2208 1.8166
H: -0.0852 5.2145 0.9210
H: -0.3803 4.9082 2.6327
H: -3.5640 5.6159 1.4954
H: -3.8172 -2.4045 4.4961
H: -1.5447 -2.6538 5.3057
H: -0.5573 -1.2292 4.9585
H: -0.3388 -2.6893 4.0046
H: -5.5753 -3.3848 1.2787
H: -5.8870 -1.8190 0.4934
H: -7.1996 -2.6893 1.3024
H: -5.6984 -3.5456 3.8520
H: -7.2958 -2.8216 3.7800
H: -6.0746 -2.0865 4.8057
H: -6.3846 0.1932 1.8303
H: -6.4163 0.1665 3.6083
H: -7.6985 -0.6317 2.6910
H: -4.9203 -1.4442 -3.5132
H: -3.8500 -3.6353 -3.3010
H: -3.8011 -3.8939 -1.5592
H: -2.2942 -3.7408 -2.4559
H: -6.7780 1.0417 -2.5549
H: -6.5320 -0.0469 -3.9313
H: -6.8678 1.6535 -4.2067
H: -5.0248 2.8591 -2.0427
H: -5.2488 3.4211 -3.7079
H: -3.6220 3.0607 -3.0970
H: -4.3839 0.1077 -5.3035
H: -3.1650 1.3389 -4.9182
H: -4.7169 1.8064 -5.6377
H: -6.7020 2.2238 1.5439
H: -6.3231 2.2960 -0.1837
H: -7.6530 3.2563 0.4847
H: -5.7870 3.9416 3.1464
H: -7.1231 4.8195 2.3968
H: -5.5485 5.5862 2.5323
H: -5.6756 4.7723 -1.1028
H: -5.2834 6.0204 0.0893
H: -6.9438 5.4693 -0.0935
C: 1.7272 2.7014 -6.3586
Si: 0.0261 2.7916 -5.5410
C: -1.4317 2.8347 -6.7165
C: 0.0388 4.2744 -4.3733
C: -0.0349 1.1207 -4.5598
C: 0.1940 -0.0684 -5.2607
C: 0.3474 -1.2854 -4.6056
C: 0.2640 -1.3184 -3.2300
N: -0.0160 -0.2081 -2.5299
C: -0.1668 0.9633 -3.1824
S: -0.5144 2.1813 -1.9852
H: 1.9590 3.6577 -6.8291
H: 1.7488 1.9371 -7.1377
H: 2.5103 2.4795 -5.6319
H: -1.2007 3.5173 -7.5372
H: -2.3317 3.2138 -6.2302
H: -1.6592 1.8615 -7.1542
H: 0.2219 5.1760 -4.9606
H: 0.8224 4.2106 -3.6158
H: -0.9220 4.4011 -3.8700
H: 0.2723 -0.0374 -6.3420
H: 0.5533 -2.1923 -5.1570
H: 0.4261 -2.2328 -2.6754
C: 1.3472 -4.8343 0.1174
S: 2.4094 -3.3863 -0.0555
C: 4.0135 -4.1091 0.3578
H: 1.4214 -5.2284 1.1287
H: 1.6499 -5.5953 -0.5985
H: 0.3252 -4.5225 -0.0837
H: 4.1953 -4.9794 -0.2686
H: 4.0329 -4.3955 1.4068
H: 4.7774 -3.3603 0.1619
N: 4.6964 1.5844 0.4866
C: 4.2342 0.2662 1.0205
C: 2.7101 0.2161 1.0498
N: 2.0823 0.4361 -0.2828
C: 2.6186 1.7044 -0.8608
C: 4.1447 1.7735 -0.8897
H: 5.7197 1.6329 0.4769
H: 4.3735 2.3388 1.0993
H: 4.6215 0.1178 2.0272
H: 4.6389 -0.5111 0.3714
H: 2.3173 0.9715 1.7355
H: 2.4224 -0.7657 1.4254
H: 2.3676 -0.3421 -0.8861
H: 2.2257 2.5276 -0.2644
H: 2.2564 1.8292 -1.8774
H: 4.4510 2.7424 -1.2815
H: 4.5717 0.9971 -1.5255

Atomic forces in eV per Å
Mo 0.9 0.4 -0.9
C 0.1 -0.1 0.0
C -0.2 0.0 0.0
C 0.3 -0.1 0.0
C 0.1 0.0 0.1
N -0.5 -0.2 -0.1
N 0.6 0.4 0.1
B -1.3 0.4 0.9
N 0.5 -0.2 0.4
N -0.3 0.1 -0.3
C 0.1 -0.1 0.1
C 0.1 0.1 -0.1
C 0.0 0.1 0.0
C 0.1 0.0 0.0
C -0.3 -0.2 0.1
S 0.2 0.4 -0.8
C -0.3 0.2 -0.1
C 0.1 0.0 0.1
C 0.2 0.0 -0.1
C 0.1 -0.1 0.0
N 0.2 -0.6 -0.3
N -0.1 0.6 -0.2
C 0.1 0.0 0.2
C 0.2 -0.2 0.2
C -0.2 0.0 -0.2
C 0.0 -0.1 0.1
C -0.2 -0.1 -0.2
S 0.1 0.9 0.6
C 0.0 0.1 -0.1
C 0.1 0.0 0.1
C 0.0 -0.1 0.0
C 0.0 -0.1 0.1
C -0.3 0.3 0.0
S -0.1 -0.5 -0.3
C -0.3 0.1 -0.1
C 0.2 0.0 0.1
C 0.1 -0.1 0.0
C 0.1 -0.1 0.1
H 0.0 0.0 0.0
H 0.0 0.1 0.0
H 0.0 0.0 0.0
H 0.0 0.0 0.0
H 0.0 0.0 0.0
H 0.0 0.0 0.0
H 0.0 0.0 0.0
H 0.0 0.0 0.0
H 0.0 0.0 0.0
H 0.0 0.0 0.0
H 0.0 0.0 0.0
H 0.0 0.0 0.1
H 0.0 0.0 0.0
H 0.0 0.0 0.0
H -0.1 0.1 0.0
H 0.0 0.0 0.0
H 0.0 0.0 0.0
H 0.0 0.0 -0.1
H 0.0 0.0 0.0
H 0.0 0.0 0.0
H 0.0 0.0 0.0
H 0.0 0.0 0.0
H 0.0 0.0 0.0
H 0.0 0.0 0.0
H 0.0 0.1 0.0
H 0.0 0.0 0.0
H 0.0 0.0 0.0
H 0.0 0.0 -0.1
H 0.0 0.0 0.0
H 0.0 0.0 0.0
H 0.0 -0.1 0.0
H 0.0 0.0 0.0
H 0.0 0.0 0.0
H 0.0 0.0 0.0
H 0.0 0.0 0.0
H 0.0 0.0 0.0
H 0.0 0.0 0.0
H 0.0 0.0 0.0
H 0.0 0.0 0.0
C -0.7 -0.1 0.0
Si 0.4 0.4 -0.1
C 0.3 0.0 0.1
C -0.3 -0.5 -0.1
C -0.2 0.3 0.3
C 0.0 0.0 0.1
C 0.0 0.1 -0.1
C 0.0 -0.1 0.0
N 0.3 -0.1 -0.2
C -0.1 -0.3 -0.7
S 0.3 -0.8 1.6
H 0.0 0.0 0.0
H 0.1 0.0 0.0
H 0.0 0.0 0.0
H 0.0 0.0 0.0
H 0.0 0.0 0.0
H 0.0 0.0 0.0
H 0.0 0.0 -0.1
H 0.0 0.0 0.0
H 0.0 0.1 0.0
H 0.0 0.0 0.0
H 0.0 0.0 0.0
H 0.0 0.0 0.0
C 0.2 0.0 0.1
S 0.0 0.3 -0.1
C -0.2 0.0 0.0
H -0.1 0.0 0.0
H -0.1 0.0 0.0
H 0.0 -0.1 0.0
H 0.1 0.0 0.0
H 0.1 0.0 0.0
H 0.1 0.0 0.0
N 0.1 0.0 0.0
C -0.3 -0.3 0.1
C 0.2 0.0 0.1
N -0.2 -0.1 0.1
C 0.3 0.0 0.0
C -0.3 0.0 -0.3
H 0.0 0.0 0.0
H 0.1 0.0 0.0
H 0.1 0.1 0.0
H 0.1 0.1 0.0
H 0.0 0.0 0.0
H 0.0 0.0 -0.1
H 0.0 0.0 0.0
H -0.1 0.0 0.0
H 0.0 0.0 0.0
H 0.1 0.0 0.1
H 0.1 0.0 0.1

As for the total charge: +4. The value obtained for the LUMO energy (spin up / spin down) is -12.9 / -12.9 eV. The value obtained for the gap between HOMO and LUMO (spin up / spin down) is 4.4 / 4.5 eV.